Entry 1:
{
  "formula": "C2H6NO4S",
  "method": "ωB97M-V with the def2-TZVPD basis set",
  "charge": -1,
  "homo_lumo_gap_ev": 8.6,
  "homo_ev": -4.7,
  "symbols": ["C", "C", "N", "O", "O", "O", "O", "S", "H", "H", "H", "H", "H", "H"],
  "positions_angstrom": [[-0.965175, 0.468042, 0.568287], [-1.072902, 1.356058, -0.417587], [-1.487522, 0.487581, 1.777687], [-0.201643, -2.222161, 1.383901], [1.067746, -1.225086, -0.525323], [2.146234, 0.005292, -2.954797], [1.615129, -0.654150, 1.883814], [0.624821, -1.116855, 0.877109], [1.583836, -0.280047, -2.117386], [-1.902274, 2.006205, -0.488882], [-0.626897, 1.024299, -1.381312], [-2.447627, 0.826548, 1.887460], [-1.385326, -0.374273, 2.308679], [3.051600, -0.301451, -2.801652]],
  "forces_ev_per_a": [[3.7, -1.4, -0.2], [0.9, -2.2, -1.7], [-2.3, -0.3, 2.8], [0.4, 0.7, -0.4], [0.3, -0.3, 1.1], [-1.3, -0.6, 1.8], [-1.3, -0.3, -1.7], [-1.3, 2.0, -0.5], [1.9, 0.5, -2.0], [-0.8, 0.9, 0.2], [-0.1, 0.7, 0.7], [0.5, 0.2, -0.2], [0.1, 0.2, -0.2], [-0.6, 0.0, 0.3]],
  "mulliken_charge": [0.220, -0.821, -0.468, -0.636, -0.667, -0.691, -0.601, 0.931, 0.472, 0.327, 0.170, 0.218, 0.266, 0.281]
}



Entry 2:
{
  "formula": "CBrClOS",
  "method": "ωB97M-V with the def2-TZVPD basis set",
  "charge": 0,
  "homo_lumo_gap_ev": 9.9,
  "homo_ev": -10.1,
  "symbols": ["C", "O", "S", "Cl", "Br"],
  "positions_angstrom": [[0.066002, -0.032316, -0.050301], [0.040256, 1.153738, 0.034461], [-1.091736, -1.237610, 0.038448], [1.636232, -0.918503, -0.014567], [-2.772757, -0.065390, -0.007452]],
  "forces_ev_per_a": [[2.2, 1.8, 0.9], [-0.4, -0.9, -0.5], [0.6, -2.3, -0.2], [0.0, 0.0, -0.2], [-2.5, 1.4, 0.0]],
  "mulliken_charge": [0.667, -0.397, -0.038, -0.204, -0.029]
}



These records have total energy values of -833.722828; -3545.735707 hartree, in the order they appear.
These records have relative energy (zero: lowest compared OMol25 entry of this formula, charge and spin) values of 14.7; 0.4 kcal/mol, in the order they appear.